(1)
Entry from OMol25: a cluster of 2 separate species, C2H6N2O2 in total in a non-equilibrium geometry (wB97M-V/def2-TZVPD).

Geometry as XYZ:
```
12
Properties=species:S:1:pos:R:3:forces:R:3
C 1.872571 1.049984 -0.080071 -3.865 0.570 0.739
C -1.756292 -1.100530 0.077502 -5.614 0.443 -1.853
N 1.073943 -0.128580 0.199445 -0.300 -1.715 0.248
N -1.113937 0.129831 -0.293126 1.834 0.485 -0.338
O 1.567744 -1.225098 -0.015597 -0.411 -0.004 0.018
O -1.365501 1.201530 0.190880 -0.620 0.203 0.187
H 1.847460 1.628970 0.800728 -0.636 1.134 1.018
H 1.271661 1.487917 -0.844235 0.217 1.111 -0.795
H 2.863260 0.971383 -0.222288 3.359 -1.355 -1.406
H -2.651106 -0.982403 0.871373 2.311 -0.120 -1.744
H -1.005307 -1.696802 0.347417 2.924 -2.631 1.765
H -2.180904 -1.697496 -0.901721 0.801 1.879 2.161
```
Positions in Å, forces in eV/Å.

The charge is 0. For the HOMO-LUMO gap (alpha / beta), the calculation gives 6.36 / 6.47 eV. As for the energy relative to the best compared isomer or geometry (same formula, charge and spin): 41.2 kcal per mole. The HOMO energy (alpha / beta) comes out at -6.984 / -8.020 eV. For the total energy, the calculation gives -339.50869 Eh. The spin multiplicity is 3.



(2)
Entry from OMol25: a structure of composition C33H50B2N6O2Tc in a non-equilibrium geometry (wB97M-V/def2-TZVPD).

Geometry as XYZ:
```
94
Properties=species:S:1:pos:R:3:forces:R:3
Tc 0.067719 0.592452 -1.349128 0.472 1.093 -0.847
C -1.546951 0.912068 -3.600983 -0.017 -0.026 0.112
C -2.851013 0.330894 -3.061730 0.023 -0.098 -0.043
C -3.787657 1.407890 -2.506687 -0.005 0.050 -0.055
C -2.550814 -0.708480 -2.032093 0.139 0.126 -0.066
C -3.269859 -1.789892 -1.601886 0.012 0.102 0.037
C -2.493404 -2.437329 -0.626278 -0.060 -0.012 -0.213
C -2.952464 -3.644176 0.137230 -0.010 -0.007 -0.015
C -2.167316 -4.910213 -0.192154 0.011 -0.027 0.019
C -3.010498 -3.376915 1.641133 -0.025 -0.010 0.008
N -1.343471 -1.768957 -0.506042 0.240 0.021 0.131
N -1.372474 -0.674850 -1.327875 -0.763 -0.630 0.065
B -0.013604 -1.976787 0.288780 -0.131 0.080 0.127
N 0.098778 -0.756349 1.216875 -0.076 -0.045 -0.136
N 0.208219 0.509813 0.654248 0.014 -0.193 0.583
C 0.378791 1.367066 1.709360 0.092 0.150 0.110
C 0.337702 0.653313 2.885193 -0.027 -0.071 -0.108
C 0.161782 -0.683132 2.546510 0.058 0.186 -0.009
C 0.072563 -1.831381 3.498584 -0.012 -0.090 -0.043
C 1.359704 -1.929728 4.321013 0.012 -0.004 -0.005
C -1.141048 -1.650304 4.413723 -0.024 -0.013 0.000
C 0.613499 2.847351 1.689987 0.018 0.058 -0.085
C -0.606193 3.588220 2.250633 0.064 0.029 -0.077
C 1.875307 3.195755 2.491778 -0.038 0.003 -0.046
N 1.257170 -1.926132 -0.618448 -0.024 -0.331 -0.189
N 1.476562 -0.795103 -1.356484 -0.208 -0.174 0.381
C 2.693544 -0.861184 -1.918721 0.260 -0.078 -0.141
C 3.260779 -2.069821 -1.569871 -0.101 0.084 0.010
C 2.342499 -2.720949 -0.744759 0.094 0.213 -0.011
C 2.616802 -4.046684 -0.094583 0.026 -0.022 -0.006
C 2.645194 -3.971722 1.432037 -0.002 -0.011 -0.004
C 1.713153 -5.161226 -0.611413 -0.025 -0.037 0.009
C 3.231237 0.325382 -2.643321 0.076 0.051 0.107
C 4.460524 0.859635 -1.895727 -0.020 0.078 -0.080
C 2.135414 1.377119 -2.732594 0.003 -0.103 -0.278
H -1.706286 1.574101 -4.451042 0.003 0.067 0.018
H -0.847887 0.132541 -3.918590 0.004 -0.016 -0.028
H -1.076632 1.607622 -2.854827 -0.049 -0.013 -0.056
H -3.360512 -0.173265 -3.888550 0.063 -0.008 0.043
H -3.339494 1.910598 -1.651550 0.029 0.018 0.066
H -4.733661 0.970915 -2.193464 -0.015 -0.013 -0.003
H -3.994252 2.156314 -3.270712 -0.024 0.004 -0.029
H -4.241919 -2.102725 -1.938810 -0.060 0.000 -0.025
H -3.978760 -3.794502 -0.209064 0.047 0.004 0.010
H -1.172204 -4.871413 0.240962 0.036 0.003 0.032
H -2.078279 -5.066904 -1.266006 0.009 -0.011 -0.044
H -2.678480 -5.771551 0.233976 -0.018 -0.023 0.006
H -2.013791 -3.303143 2.071714 0.061 0.011 -0.004
H -3.523367 -4.201342 2.133896 -0.010 -0.017 0.014
H -3.556691 -2.460799 1.862864 -0.024 0.038 0.023
H -0.066887 -2.997538 0.863065 0.053 -0.168 0.148
H 0.441621 1.050417 3.877739 -0.003 0.044 0.058
H -0.050591 -2.749817 2.923970 0.009 -0.005 0.039
H 1.486496 -1.047478 4.947869 0.004 0.037 0.016
H 2.240280 -2.025509 3.688016 0.030 -0.010 -0.021
H 1.312799 -2.796706 4.977315 -0.002 -0.037 0.020
H -1.028292 -0.762562 5.035412 0.010 0.037 0.014
H -1.233684 -2.508290 5.076979 -0.007 -0.038 0.022
H -2.066256 -1.551707 3.848067 -0.035 0.002 -0.019
H 0.816059 3.180322 0.672782 -0.050 0.007 -0.040
H -0.767874 3.312040 3.292087 0.003 -0.016 0.034
H -1.512903 3.361283 1.693262 -0.031 -0.024 -0.016
H -0.435701 4.663595 2.211998 -0.006 0.024 -0.005
H 1.758638 2.941798 3.544179 -0.014 -0.015 0.028
H 2.058097 4.267424 2.431189 0.012 0.024 -0.012
H 2.752667 2.674465 2.110080 0.022 -0.019 -0.009
H 4.232053 -2.440885 -1.843437 0.045 -0.014 -0.040
H 3.636306 -4.278423 -0.416519 -0.059 0.009 -0.012
H 1.651722 -3.829202 1.851292 -0.054 0.017 0.011
H 3.289739 -3.163359 1.775653 0.028 0.029 0.022
H 3.037792 -4.905404 1.831874 0.018 -0.022 -0.002
H 0.703111 -5.055884 -0.227018 -0.062 0.026 -0.006
H 2.094638 -6.124345 -0.276943 0.009 -0.025 0.011
H 1.670587 -5.174142 -1.699525 0.008 -0.010 -0.041
H 3.533670 0.044351 -3.656299 -0.071 -0.048 0.040
H 4.195197 1.148647 -0.877254 -0.011 0.009 0.027
H 4.867026 1.729864 -2.408384 0.013 0.023 -0.008
H 5.242666 0.105338 -1.839533 -0.007 -0.019 -0.008
H 1.841500 1.689963 -1.697366 -0.046 0.095 0.135
H 1.297856 1.037850 -3.358570 -0.017 -0.029 -0.015
H 2.455231 2.312518 -3.187945 0.040 0.069 0.148
O -1.391964 3.246760 -0.871945 0.064 -0.364 0.180
B -0.135235 2.772525 -1.158662 0.086 -0.094 0.027
O 0.729194 3.759920 -1.584090 0.087 -0.431 0.090
C 0.000010 4.932011 -1.454995 -0.540 0.357 0.085
C 0.404603 6.227972 -1.689954 -0.073 -0.187 0.035
C -0.557911 7.210029 -1.478888 -0.080 0.021 0.020
C -1.851279 6.899159 -1.061587 0.051 0.033 -0.025
C -2.253627 5.586918 -0.830553 0.159 -0.089 -0.041
C -1.290289 4.625487 -1.036248 0.320 0.372 -0.173
H 1.404701 6.466732 -2.019657 0.038 -0.003 -0.001
H -0.292510 8.243910 -1.645441 -0.009 0.031 -0.003
H -2.563523 7.697620 -0.913017 -0.009 0.033 0.005
H -3.253716 5.340210 -0.506082 -0.025 -0.017 0.015
```
Positions in Å, forces in eV/Å.

The charge is +2. For the HOMO-LUMO gap (alpha / beta), the calculation gives 6.09 / 6.17 eV. As for the energy relative to the best compared isomer or geometry (same formula, charge and spin): 0.0 kcal per mole. The HOMO energy (alpha / beta) comes out at -13.686 / -13.680 eV. For the total energy, the calculation gives -1896.62655 Eh. The spin multiplicity is 2.



(3)
Entry from OMol25: a structure of composition C41H63BrCl5LiN6O13P4S in a non-equilibrium geometry (wB97M-V/def2-TZVPD).

Geometry as XYZ:
```
135
Properties=species:S:1:pos:R:3:forces:R:3
C 6.688332 -1.182199 3.016255 0.408 -0.567 -0.870
C 5.504683 -2.108297 2.555749 0.146 -0.081 0.586
C 4.077394 -1.551566 2.964509 0.647 1.275 -0.598
C 3.270574 -1.270515 1.670811 -0.552 0.049 0.490
C 2.418316 -2.140507 1.068591 -0.227 0.833 -0.143
P 2.185553 -3.792589 1.868518 2.274 -0.656 0.134
O 3.482255 -4.524927 2.142751 -1.136 0.766 -0.239
C 1.700219 -1.684896 -0.252367 0.261 0.928 1.092
O 1.582126 -2.445336 -1.181349 -0.179 0.049 0.293
C 1.240718 -0.201731 -0.240821 0.330 1.578 0.519
C 0.011427 0.276141 -0.869158 1.119 0.734 0.854
C -0.873432 -0.817695 -1.556382 0.590 -0.292 -0.545
O -2.306367 -0.680366 -1.424091 0.460 -0.678 1.109
C -2.775121 -1.333688 -0.301089 -1.980 -1.287 1.652
C -4.010028 -2.137474 -0.475849 0.439 0.269 0.821
C -4.651681 -2.859876 0.599389 2.355 1.347 0.315
C -4.031980 -2.803628 1.931892 0.155 0.681 -1.877
C -2.830852 -2.017383 2.116189 -0.567 -0.082 -1.315
C -2.186198 -1.271207 1.023558 -1.467 -1.090 -0.560
C -0.286907 1.722849 -0.816789 1.966 0.293 -0.039
P -1.837067 2.385780 -1.682007 -1.943 -1.624 1.664
N -3.017535 2.245161 -0.619438 -0.015 0.129 -0.823
C 0.604213 2.705123 -0.106417 -0.010 -3.427 0.480
P 0.047788 4.492271 -0.155956 -0.832 1.462 -0.505
N -1.447922 4.436002 0.734230 2.170 -0.578 -0.658
O 1.015397 5.559156 0.724918 -0.312 -1.100 0.412
C 1.815551 2.161404 0.508839 -0.388 -1.543 0.140
P 2.986787 3.276339 1.426781 0.633 1.026 -1.263
N 3.858761 4.089827 0.371926 -0.428 0.225 0.939
C 2.157170 0.749661 0.437486 -1.626 -0.071 -1.032
C 3.460278 0.158057 1.045772 -1.687 -0.726 -0.494
O 4.534993 0.702112 1.016374 -0.176 -0.172 0.231
H 6.626736 -0.191921 2.497632 -0.108 -0.630 0.726
H 6.792200 -1.094340 4.129395 -0.312 0.079 -0.998
H 7.634461 -1.672558 2.632909 -0.770 0.471 0.492
H 5.537057 -2.235022 1.442723 0.063 0.053 1.021
H 5.653318 -3.112737 3.020241 -0.255 0.677 -0.541
H 4.258902 -0.544490 3.442680 -0.348 -0.948 -0.409
H 3.539206 -2.160885 3.727253 0.379 0.182 -0.869
H 1.539314 -3.526788 3.124580 -0.308 0.026 -0.865
H 1.381780 -4.627846 1.040913 -0.365 0.809 0.294
H -0.633712 -1.845998 -1.164376 0.056 1.236 -0.232
H -0.640035 -0.852390 -2.657464 -0.356 0.411 1.007
H -4.489063 -2.165674 -1.484503 0.657 0.202 0.972
H -5.587851 -3.430528 0.385367 0.860 0.589 0.372
H -4.553102 -3.358689 2.745778 0.795 0.665 -0.506
H -2.390842 -1.965378 3.141312 -0.375 -0.082 -1.154
H -1.266719 -0.662566 1.181456 -1.177 -0.632 0.015
H -2.134770 1.541205 -2.788742 0.963 0.543 -0.073
H -1.672667 3.725716 -2.120107 0.755 -0.564 -0.065
H -3.729652 1.612524 -0.993736 0.269 0.162 0.215
H -1.488927 3.558197 1.311422 -0.546 0.892 -0.110
H -1.559114 5.273764 1.310210 -0.104 -0.603 -0.322
H 0.849936 5.476394 1.683945 0.013 0.082 -0.365
H 3.860134 2.563509 2.303156 -1.069 -0.209 -0.134
H 2.194633 4.104455 2.290602 0.261 -0.861 -0.124
H 3.641732 5.079675 0.518630 0.158 -0.211 -0.413
C -3.236415 -5.653446 -4.408047 -0.275 -0.324 0.019
C -4.103261 -5.273963 -3.255519 0.974 2.156 -0.688
O -4.302650 -4.176695 -2.854699 -0.247 -0.160 -0.166
N -4.744760 -6.326532 -2.436822 -0.331 -0.614 0.676
C -6.238980 -6.312152 -2.544899 -0.324 -0.350 -0.142
H -2.868544 -4.750828 -4.893945 -0.073 0.043 0.139
H -2.386245 -6.239748 -4.050124 -0.032 -0.086 -0.072
H -3.811754 -6.238280 -5.130444 0.122 -0.121 -0.001
H -4.352922 -7.246286 -2.642473 -0.089 -0.063 0.222
H -4.536623 -6.031034 -1.475280 0.264 -0.341 0.021
H -6.619053 -7.107555 -1.906563 -0.031 0.057 -0.061
H -6.515631 -6.497091 -3.581258 -0.019 0.072 0.069
H -6.607866 -5.348707 -2.200543 0.167 0.005 -0.113
C 0.931239 0.266789 -4.815959 0.369 -0.427 -0.637
O 0.074374 0.833649 -4.153751 0.419 0.093 0.476
N 2.253617 0.211860 -4.489071 -0.276 0.138 0.192
C 3.211778 -0.480086 -5.320209 -0.102 0.176 0.247
C 2.715918 0.864552 -3.277555 -0.213 0.059 -0.208
H 0.688636 -0.267225 -5.767894 -0.013 0.366 0.561
H 3.686134 -1.275829 -4.737253 0.131 -0.047 -0.141
H 3.974914 0.228116 -5.656825 0.110 -0.148 -0.092
H 2.722353 -0.917790 -6.190133 -0.089 0.076 0.078
H 2.198089 0.439071 -2.419117 0.113 0.140 0.043
H 2.483485 1.930919 -3.329498 0.073 -0.005 0.189
H 3.791472 0.730625 -3.158709 -0.043 -0.010 -0.052
Cl -0.896606 -0.629342 -7.048238 -0.510 -0.499 -0.623
C -0.811383 6.977597 4.157714 -0.093 -0.066 0.000
Cl -2.172735 6.769622 5.270603 0.177 0.012 -0.143
Cl 0.174223 5.506520 4.155144 -0.141 0.071 -0.002
Cl -1.424163 7.289433 2.522106 0.077 0.235 0.358
Cl 0.179199 8.353671 4.684487 -0.067 -0.072 -0.046
C -7.007313 -0.169354 -1.989865 -0.150 -0.160 0.097
C -5.985192 0.468121 -2.907047 0.188 -0.148 -0.100
C -6.141214 1.966351 -3.081858 0.047 0.340 0.006
C -7.447622 2.441131 -3.722702 -0.075 -0.139 0.041
C -7.740778 1.862714 -5.107648 -0.019 0.177 -0.013
C -6.699598 2.242770 -6.153843 -0.029 -0.147 -0.061
H -8.026840 -0.072030 -2.371289 0.007 0.025 0.006
H -6.790314 -1.237436 -1.893125 -0.099 0.006 0.121
H -6.969840 0.278330 -0.993544 -0.024 -0.046 -0.011
H -6.009800 -0.033423 -3.879902 0.069 0.025 -0.022
H -4.989936 0.283775 -2.488584 0.014 -0.032 -0.111
H -5.292418 2.324386 -3.671688 -0.036 0.071 0.046
H -6.050016 2.439501 -2.098389 0.071 0.029 -0.050
H -7.419318 3.534261 -3.794741 0.010 -0.050 -0.009
H -8.286740 2.208097 -3.058620 0.016 -0.001 0.014
H -8.717186 2.233519 -5.437764 -0.002 -0.061 0.038
H -7.829091 0.772933 -5.056197 0.010 0.005 0.043
H -6.625833 3.328655 -6.252928 0.039 -0.035 0.026
H -6.975551 1.834320 -7.128778 0.070 0.050 0.003
H -5.711676 1.852785 -5.902564 -0.015 0.051 -0.033
C -1.562657 0.916052 7.209254 -0.031 0.037 0.013
C -2.140210 0.232311 6.146685 0.236 -0.030 0.065
C -1.477143 0.148310 4.932073 -0.073 -0.341 -0.038
C -0.232709 0.747186 4.793198 0.069 -0.108 0.611
C 0.347836 1.437831 5.845676 0.186 -0.001 0.043
C -0.322768 1.521924 7.058458 -0.105 -0.068 -0.058
N 0.494577 0.637097 3.525497 -0.011 -0.035 -0.003
O -0.033523 0.036151 2.615117 0.640 -0.156 0.568
O 1.609263 1.150557 3.461290 -0.173 -0.154 0.012
H -2.081770 0.976320 8.159696 0.021 0.019 -0.062
H -3.109156 -0.237047 6.266716 0.039 0.055 -0.077
H -1.936108 -0.383728 4.110920 0.196 0.296 0.004
H 1.315367 1.910620 5.739006 -0.080 -0.067 -0.180
H 0.123712 2.057271 7.888082 0.002 -0.009 -0.079
C 10.443323 0.113382 1.720801 -0.553 0.665 -0.126
C 11.752699 0.853407 1.895936 -0.225 -0.055 -0.486
O 12.190157 0.514844 3.222043 0.411 -0.640 0.077
S 11.694246 -0.987865 3.575477 -2.493 0.541 -0.154
O 12.796132 -1.887656 3.323804 0.337 0.503 -0.260
O 11.001543 -0.953655 4.800815 0.777 -0.379 -0.021
O 10.631075 -1.149328 2.374144 1.454 -0.183 0.541
H 9.622339 0.634177 2.217991 0.038 0.013 -0.052
H 10.194210 -0.033891 0.671442 -0.005 -0.254 0.114
H 11.643497 1.930359 1.789439 0.117 -0.045 0.218
H 12.507843 0.492897 1.183772 -0.073 0.129 -0.228
Li 14.010093 -0.849085 2.222723 0.036 -0.289 0.363
Br -1.971874 2.358725 2.931640 -0.424 0.225 0.351
```
Positions in Å, forces in eV/Å.

The charge is 0. For the HOMO-LUMO gap, the calculation gives 1.65 eV. As for the energy relative to the best compared isomer or geometry (same formula, charge and spin): 113.1 kcal per mole. The HOMO energy comes out at -5.175 eV. For the total energy, the calculation gives -9552.36143 Eh.